No. 1
This record from the Open Molecules 2025 dataset describes a cluster of 15 separate species, C37H70Br28NO3P in total in a non-equilibrium geometry. The level of theory is wB97M-V/def2-TZVPD.

- Kohn-Sham gap (eV) = 7.797
- HOMO level (Ha) = -0.3322

Geometry (Å):
C 0.763257 -0.708763 3.309096
C 2.082829 0.104199 3.186128
C 3.166817 -0.649919 2.338638
C 3.656791 -1.922232 3.072608
C 5.065639 -2.395548 2.595951
C 5.603414 -3.466686 3.564636
C 6.124380 -3.262350 4.835468
P 6.389715 -1.720912 5.756009
N 6.685537 -0.480551 4.830917
C 6.444788 -4.635920 5.382351
O 6.644339 -4.928560 6.570048
O 6.408448 -5.554828 4.323088
C 5.615004 -4.970729 3.311883
O 5.019426 -5.628767 2.452683
H 0.946344 -1.804118 3.416838
H 0.134591 -0.585088 2.407557
H 0.165533 -0.405809 4.198508
H 2.488637 0.242824 4.215821
H 1.876904 1.107961 2.775274
H 4.005856 0.023108 2.080108
H 2.639075 -0.991412 1.414707
H 2.944322 -2.757260 2.947751
H 3.732459 -1.704089 4.165990
H 5.778125 -1.555579 2.534246
H 4.959003 -2.843796 1.588664
H 7.472000 -2.033462 6.605688
H 5.267796 -1.557497 6.599182
H 6.014999 0.269210 4.958757
Br -2.076162 1.658604 2.934319
C -2.540374 1.020433 4.715508
C -2.204587 2.026911 5.784023
Br -0.301333 2.068378 6.155792
H -2.020696 0.076930 4.857471
H -3.613239 0.840925 4.681711
H -2.669649 1.748459 6.728399
H -2.500438 3.036233 5.515721
Br -1.812854 2.905723 -0.627493
C -2.581488 4.306098 0.487023
C -1.969902 5.647139 0.184556
Br -0.184928 5.806098 0.945927
H -2.445352 4.002151 1.519080
H -3.638567 4.288093 0.242782
H -2.556482 6.443165 0.638216
H -1.870567 5.830549 -0.881447
Br -7.678366 1.313534 -2.348412
C -5.854231 1.715418 -1.808557
C -5.776620 2.048109 -0.343454
Br -6.435465 3.843969 0.035749
H -5.505481 2.520577 -2.447656
H -5.283368 0.813292 -2.019462
H -4.738421 2.044143 -0.013669
H -6.356880 1.367582 0.273370
Br 6.602427 -4.810923 -1.470751
C 8.454303 -4.964608 -0.896841
C 8.563568 -5.070988 0.600762
Br 8.267415 -3.351276 1.462348
H 8.978015 -4.099379 -1.290933
H 8.834063 -5.867771 -1.369655
H 9.567262 -5.374614 0.890595
H 7.838811 -5.762009 1.021640
Br 1.197461 0.873599 -1.714128
C 1.663073 2.739748 -2.040415
C 3.132517 2.924690 -2.303272
Br 4.206009 2.826084 -0.686464
H 1.307966 3.301722 -1.181074
H 1.091468 3.027101 -2.921996
H 3.314434 3.919838 -2.704276
H 3.530261 2.178517 -2.984405
Br -3.810437 -1.793518 2.436956
C -2.760040 -3.100045 1.446159
C -2.282847 -4.221712 2.327445
Br -0.826391 -3.676102 3.493271
H -1.945579 -2.549591 0.984675
H -3.423932 -3.488237 0.676464
H -1.884675 -5.034181 1.723335
H -3.069108 -4.597808 2.974693
Br -11.697212 -2.312210 0.917847
C -11.420130 -0.449522 0.418974
C -9.969571 -0.148983 0.152810
Br -8.949440 -0.008789 1.803470
H -11.830334 0.152816 1.223180
H -12.008813 -0.302404 -0.484000
H -9.863460 0.818302 -0.332444
H -9.481931 -0.907187 -0.452405
Br -1.537480 -0.412058 8.726430
C 0.143088 -0.914789 9.560419
C 1.313864 -0.599087 8.672297
Br 1.460029 -1.878331 7.215842
H 0.072488 -1.971493 9.798124
H 0.196337 -0.338197 10.481624
H 2.245520 -0.676753 9.228960
H 1.238775 0.385178 8.220324
Br 6.423148 -6.105698 10.421227
C 7.318092 -6.987336 8.935016
C 7.862628 -8.333470 9.330518
Br 9.478800 -8.179210 10.404634
H 8.088301 -6.307520 8.587421
H 6.560805 -7.092562 8.162632
H 8.154678 -8.896374 8.446602
H 7.155119 -8.913760 9.914283
Br -1.611325 1.807481 -4.235957
C -0.444322 0.737102 -5.361389
C 0.475217 1.608887 -6.173190
Br -0.460175 2.450116 -7.658270
H -1.082541 0.111746 -5.977916
H 0.127919 0.113314 -4.676466
H 1.266856 1.015491 -6.626698
H 0.914448 2.412180 -5.587416
Br 1.172507 4.074310 -10.921825
C 0.440972 2.842640 -12.241837
C -0.293151 1.710016 -11.576987
Br 0.925738 0.433508 -10.766848
H 1.276506 2.509600 -12.849213
H -0.244035 3.429950 -12.851141
H -0.875878 1.149270 -12.304485
H -0.944256 2.056292 -10.779426
Br -6.927812 -2.650394 -1.395268
C -8.598976 -3.602200 -1.090557
C -8.409435 -5.094517 -1.120406
Br -8.188128 -5.761880 -2.934498
H -9.298355 -3.256569 -1.845919
H -8.939829 -3.284932 -0.106636
H -9.293952 -5.594321 -0.731427
H -7.535429 -5.412512 -0.561067
Br -2.302359 6.748645 -4.389985
C -0.951229 7.193835 -5.719249
C -0.056211 6.021772 -6.015911
Br 1.229068 5.719734 -4.581380
H -0.405606 8.050624 -5.336260
H -1.502263 7.480543 -6.612581
H 0.540214 6.211611 -6.905791
H -0.606282 5.094002 -6.142610
Br -2.000924 6.868953 -9.378322
C -0.994645 7.181448 -11.015559
C -1.897735 7.411867 -12.196495
Br -2.695948 5.747968 -12.819509
H -0.357501 6.314598 -11.153139
H -0.386983 8.062375 -10.819336
H -1.327084 7.793852 -13.040132
H -2.716999 8.088564 -11.974907

Force components x, y, z for each atom (eV/Å):
C 0.142 -0.185 0.066
C 0.224 -0.531 0.417
C -1.178 -0.248 0.055
C 0.605 0.331 0.439
C -0.383 -1.086 0.089
C 0.667 1.301 1.235
C -0.809 -1.711 -1.689
P 0.132 1.259 -0.792
N -0.222 -0.564 0.362
C 0.339 0.233 2.480
O -0.291 0.451 -3.855
O -1.031 0.292 0.418
C -1.251 -1.164 -1.851
O 2.285 2.136 2.801
H 0.126 0.993 -0.048
H 0.244 -0.046 0.382
H 0.407 -0.070 -0.626
H -0.155 0.068 -0.594
H 0.105 -0.423 0.098
H -0.385 -0.373 0.095
H 0.672 0.455 0.287
H 0.255 0.372 0.120
H -0.151 -0.115 -0.625
H -0.302 -0.375 0.291
H 0.210 0.161 0.478
H -0.305 -0.381 -0.023
H 0.152 -0.476 0.116
H 0.074 -0.015 -0.133
Br 0.065 -0.048 0.091
C -0.104 0.043 -0.166
C 0.030 -0.121 0.158
Br 0.154 0.184 -0.157
H -0.008 -0.008 -0.008
H 0.009 0.019 0.056
H -0.034 -0.035 -0.038
H 0.014 -0.009 -0.016
Br 0.066 -0.081 0.072
C -0.021 -0.079 -0.208
C 0.039 0.068 0.089
Br 0.001 -0.034 -0.082
H 0.041 0.046 0.016
H -0.094 0.199 0.017
H -0.011 -0.031 0.019
H -0.025 -0.019 0.000
Br -0.030 0.089 -0.114
C -0.051 -0.160 0.028
C 0.180 0.112 0.094
Br -0.076 -0.080 -0.017
H 0.005 0.020 0.043
H 0.010 0.005 0.043
H -0.001 -0.030 -0.034
H -0.011 -0.012 -0.035
Br 0.045 0.059 0.014
C -0.149 -0.100 -0.089
C 0.095 0.082 0.082
Br 0.009 -0.073 0.023
H 0.019 -0.006 0.034
H 0.005 -0.007 0.040
H 0.003 0.013 -0.035
H -0.013 -0.007 -0.040
Br 0.113 0.040 0.051
C -0.119 -0.111 -0.103
C 0.081 0.097 0.086
Br -0.030 -0.087 0.026
H 0.023 0.010 -0.005
H -0.037 0.021 0.035
H -0.049 -0.008 -0.028
H -0.032 0.009 -0.019
Br 0.021 -0.045 -0.038
C -0.138 0.100 0.011
C 0.146 -0.098 0.085
Br -0.270 -0.187 0.012
H 0.032 -0.048 0.016
H -0.014 0.009 0.007
H -0.023 0.021 -0.029
H -0.029 -0.006 -0.053
Br -0.012 0.039 0.053
C -0.038 -0.141 -0.112
C 0.033 0.167 0.140
Br 0.053 -0.082 -0.073
H 0.030 0.006 -0.001
H 0.032 0.006 -0.007
H -0.031 -0.009 -0.004
H -0.015 0.026 -0.028
Br -0.147 -0.143 0.061
C -0.105 0.146 0.077
C 0.169 -0.111 -0.051
Br 0.030 0.067 -0.115
H 0.025 0.002 -0.022
H 0.027 0.017 -0.029
H -0.028 -0.022 0.026
H -0.044 -0.003 0.012
Br 0.058 0.018 -0.006
C -0.171 -0.002 0.052
C 0.159 -0.005 -0.020
Br -0.056 -0.015 0.025
H 0.001 -0.027 -0.019
H 0.031 -0.004 -0.011
H -0.013 0.033 -0.014
H -0.017 0.023 -0.013
Br -0.069 0.042 -0.039
C -0.006 0.009 0.209
C 0.036 -0.089 -0.194
Br -0.003 0.134 0.080
H 0.031 0.028 -0.043
H 0.036 0.054 0.004
H -0.030 -0.024 0.000
H -0.022 -0.010 0.021
Br 0.092 -0.060 -0.065
C -0.080 0.173 0.026
C 0.031 -0.141 0.059
Br 0.015 -0.024 -0.013
H -0.017 -0.054 0.022
H -0.015 0.012 0.047
H 0.037 0.022 -0.031
H -0.019 0.032 -0.033
Br -0.027 0.002 -0.027
C 0.126 0.101 0.151
C -0.102 -0.091 -0.138
Br 0.053 0.011 0.047
H -0.009 -0.044 -0.003
H 0.004 -0.042 0.001
H -0.010 0.043 0.008
H -0.009 0.035 0.020
Br 0.045 0.022 0.026
C -0.163 -0.029 0.039
C 0.105 -0.003 -0.024
Br -0.036 -0.085 0.009
H 0.023 -0.018 -0.007
H 0.054 -0.035 0.031
H -0.026 0.028 0.000
H -0.022 0.022 -0.005
Br 0.004 -0.095 -0.076
C -0.023 0.117 0.118
C -0.001 -0.093 -0.100
Br -0.020 0.029 0.034
H 0.023 0.030 0.003
H -0.025 0.011 -0.046
H 0.029 -0.005 0.030
H 0.007 -0.010 0.015

No. 2
This record from the Open Molecules 2025 dataset describes a structure of composition C6H13O3Si in a non-equilibrium geometry. The level of theory is wB97M-V/def2-TZVPD.

- Kohn-Sham gap (eV) = 6.383
- relative energy (zero: lowest compared OMol25 entry of this formula, charge and spin) (kJ/mol) = 107.4
- HOMO level (Ha) = -0.1006
- net charge = -1

Geometry (Å):
C 1.325130 0.967482 -0.284932
C 1.805792 -2.168146 -1.156211
C -0.336115 -0.079340 -1.866656
C -2.578732 1.784016 1.409558
C 0.813982 -1.488917 -0.103126
C 0.358972 -0.059448 -0.531325
O 1.416496 1.335105 1.069194
O 1.957533 1.666017 -1.116176
O -1.282920 1.715126 0.975994
Si -0.120850 0.842656 1.678617
H 2.775234 -2.753241 -0.740225
H 2.337241 -1.561266 -1.806864
H 1.303500 -3.022849 -1.661014
H 0.321033 -0.356710 -2.591856
H -0.700571 0.917816 -2.009875
H -1.257045 -0.801389 -1.743970
H -2.556634 1.895357 2.506177
H -3.170834 0.913602 1.085192
H -3.039845 2.708271 1.016772
H -0.089438 -2.083149 0.044376
H 1.302804 -1.239369 0.896585
H -0.799556 -0.413841 1.903010
H 0.214824 1.282215 3.026755

Force components x, y, z for each atom (eV/Å):
C 1.447 1.923 -1.685
C 0.597 -3.406 2.819
C -2.806 -0.226 3.353
C -0.485 0.683 0.602
C 1.496 2.016 0.275
C 0.305 -1.510 1.192
O -0.708 -1.132 -0.328
O -1.167 -1.084 1.412
O -0.208 1.635 -0.902
Si 1.721 -0.580 -1.933
H -2.162 1.129 0.087
H 0.145 1.744 -1.546
H 0.109 0.835 -0.189
H 1.507 -0.969 -2.629
H -0.403 0.552 -0.627
H 1.634 1.164 -0.628
H -0.638 -0.280 -0.009
H 0.025 0.128 0.243
H -0.024 -0.366 0.010
H 0.212 -0.328 0.149
H -0.285 -1.253 -1.070
H -0.076 -1.104 0.517
H -0.236 0.426 0.888

No. 3
This record from the Open Molecules 2025 dataset describes an isolated molecule of C7H15BFNO4S in a non-equilibrium geometry. The level of theory is wB97M-V/def2-TZVPD.

- Kohn-Sham gap (eV) = 10.347
- SMILES = CC(=O)N(C)B(F)CCCCS(=O)(=O)O
- HOMO level (Ha) = -0.3789

Geometry (Å):
C -3.278728 0.722630 2.056667
C -2.329703 -0.422263 2.754463
O -2.147810 -0.315152 4.096930
N -1.641343 -1.567794 2.047849
C -2.565560 -2.457714 1.281841
B -0.427396 -1.082472 1.304024
F 0.537075 -0.241212 2.120187
C -0.025921 -1.293012 -0.267811
C 1.397077 -0.647024 -0.744033
C 1.012371 0.589389 -1.802782
C 2.327805 1.165332 -2.617933
S 3.138923 2.586052 -1.688726
O 3.869484 3.507142 -2.705191
O 2.074180 3.480320 -0.968255
O 4.263236 1.878464 -0.581736
H -2.900126 1.800178 2.354934
H -3.292888 0.664220 0.878512
H -4.396370 0.630856 2.445739
H -3.584130 -1.869659 1.081727
H -2.887190 -3.339128 2.021313
H -2.137204 -2.981429 0.331636
H -0.874995 -0.863363 -0.976415
H 0.050155 -2.467448 -0.452448
H 2.001053 -1.474284 -1.357435
H 2.113960 -0.300473 0.111102
H 0.441728 1.433315 -1.184533
H 0.266391 0.097627 -2.587173
H 1.935084 1.584068 -3.661042
H 3.089765 0.268528 -2.772741
H 3.971077 0.914306 -0.518670

Force components x, y, z for each atom (eV/Å):
C -0.194 -0.112 -0.468
C 0.675 0.768 7.451
O -1.101 -0.671 -8.696
N 0.494 2.574 -1.982
C -2.283 -1.105 0.906
B 1.414 1.620 2.052
F -2.923 -2.308 -2.333
C 0.438 -0.896 -0.299
C 0.091 0.032 -1.414
C 0.096 -0.711 0.718
C -1.396 -1.398 -0.154
S -0.803 6.813 -1.127
O -1.631 -4.302 3.446
O 3.568 -4.481 -1.776
O -2.553 -0.680 -1.974
H -0.548 -2.458 -0.412
H 0.099 -0.053 2.386
H 2.516 0.005 -0.729
H 2.200 -1.340 -0.057
H 0.713 1.840 -1.629
H -0.629 1.455 1.741
H 1.592 -1.062 1.523
H -0.380 2.427 0.242
H -1.319 1.796 1.241
H -1.690 -0.513 -1.343
H 1.387 -1.677 -1.580
H 1.678 1.247 1.532
H 1.345 -0.547 2.413
H -1.401 2.164 0.229
H 0.546 1.575 0.091

No. 4
This record from the Open Molecules 2025 dataset describes a cluster of 3 separate species, C2H11N2O2 in total in a non-equilibrium geometry. The level of theory is wB97M-V/def2-TZVPD.

- Kohn-Sham gap (spin up / spin down) (eV) = 3.697 / 7.560
- 2S+1 = 2
- expectation value of S² = 0.754
- relative energy (zero: lowest compared OMol25 entry of this formula, charge and spin) (kJ/mol) = 243.8
- HOMO level (spin up / spin down) (Ha) = -0.1238 / -0.2725

Geometry (Å):
C 1.101724 0.525103 0.759590
C 0.874129 -0.430867 1.695220
N 0.505575 -1.717525 1.209181
N 0.133937 0.490479 -0.339757
H 1.632358 1.458287 0.871231
H 1.358653 -0.271141 2.677065
H 1.283032 -2.321884 0.959585
H -0.238800 -2.129532 1.743185
H -0.882299 0.274483 -0.196120
H 0.318034 -0.249162 -1.025486
H 0.228446 1.333820 -0.983104
H 0.620317 3.498041 -2.099772
H -0.448832 2.473532 -2.549564
O 0.264206 2.620482 -1.924447
H -2.354730 -1.609596 0.482730
H -2.340625 -2.381701 -0.848672
O -2.055118 -1.562824 -0.430867

Force components x, y, z for each atom (eV/Å):
C 0.120 0.443 -0.780
C 0.389 0.117 1.730
N -0.321 0.193 -0.045
N -0.178 0.341 -3.230
H -0.364 0.059 0.172
H -0.218 -0.463 -0.445
H -0.077 -0.305 0.263
H 0.397 -0.544 0.049
H 0.328 0.463 0.973
H 0.379 -0.277 0.652
H -0.143 -0.752 1.488
H 0.010 -0.035 0.019
H -0.146 0.171 -0.231
O 0.056 0.535 -0.426
H 0.084 -0.043 0.034
H -0.009 -0.008 0.067
O -0.307 0.105 -0.290

> Which formula does entry 4 have?

C2H11N2O2